This record from OMol25 describes a single C4H4O molecule. The level of theory is ωB97M-V/def2-TZVPD.

## Properties
ΔE to the lowest compared entry with this formula, charge and spin = 124.31 kcal per mole
HOMO level = -9.176 eV
Net charge = 0
LUMO = -0.8 eV

Each line ends with the natural charge from an NBO analysis.
Element x y z (Å)
H (-0.30834, 0.30233, 1.38453)  0.243
H (1.19357, -1.54159, 1.55778)  0.099
C (0.13819, -0.16837, 0.50168)  -0.513
C (-0.06164, 0.88742, -0.65342)  -0.534
H (0.13994, 1.93921, -0.39263)  0.267
C (1.26161, -1.08314, 0.58244)  -0.010
H (0.35828, 0.74247, -1.58208)  0.246
O (-1.80882, -0.83963, -0.93010)  -0.449
C (-0.91279, -0.23871, -0.46820)  0.651


This record from OMol25 describes a single C4H4O molecule. The level of theory is ωB97M-V/def2-TZVPD.

## Properties
ΔE to the lowest compared entry with this formula, charge and spin = 132.87 kcal per mole
HOMO level (spin up / spin down) = -7.849 / -7.852 eV
Net charge = 0
LUMO (spin up / spin down) = -0.5 / -0.5 eV

Each line ends with the natural charge from an NBO analysis.
Element x y z (Å)
O (-0.89817, 1.41777, 0.17265)  -0.378
C (-0.19237, 0.31858, 0.22441)  0.510
H (-2.13684, -0.17146, -0.71538)  0.208
H (0.65547, -0.84948, -0.85951)  0.243
C (2.35522, -0.09389, 0.36198)  -0.217
C (1.05239, -0.20008, -0.04935)  -0.548
H (-2.14567, -0.03883, 1.13476)  0.211
H (3.00630, -0.56598, -0.40045)  0.129
C (-1.61805, 0.11335, 0.19614)  -0.158


This record from OMol25 describes 2 unconnected molecules or ions with the total composition C4H4O. The level of theory is ωB97M-V/def2-TZVPD.

## Properties
ΔE to the lowest compared entry with this formula, charge and spin = 100.33 kcal per mole
HOMO level = -9.226 eV
Net charge = 0
LUMO = -0.6 eV

Each line ends with the natural charge from an NBO analysis.
Element x y z (Å)
O (3.03135, 2.10437, -0.54382)  -0.461
H (0.08246, 1.76739, -1.62679)  0.260
H (0.71216, 0.10328, -1.18115)  0.273
C (2.00878, 1.66577, -0.88185)  0.722
C (-0.17497, -1.23133, 1.16496)  -0.812
C (0.64318, -1.79244, 0.35423)  0.237
H (-1.18375, -1.21129, 0.75753)  0.296
H (-0.08324, -0.77572, 2.13457)  0.288
C (0.87629, 1.16461, -1.23191)  -0.802


Ordered strongest force on any atom results: 3.2 0.9 1.6; unit eV/Å.